This record from OMol25 describes C37H76CoN4O7 as an isolated structure at a distorted geometry. The level of theory is ωB97M-V/def2-TZVPD.

Output
Spin multiplicity ... 4
Gap between HOMO and LUMO (alpha / beta) ... 6.934 / 6.879 eV
Charge ... 0
⟨S²⟩ ... 3.778

Each line ends with the Löwdin spin population.
Atoms and positions in Å:
Co 1.39133 -0.11767 -0.75482  2.63
O -2.05430 2.64781 -0.10182  0.00
O 0.41425 1.48821 0.10321  0.09
O 0.26187 -0.24437 0.96393  0.08
O 2.49787 1.57594 -1.86441  0.01
O 1.89537 0.69005 1.02414  0.10
O 0.59006 -1.61182 3.56734  0.00
O 1.86105 -1.22506 -2.71663  0.02
N -3.14866 1.84501 -0.61299  0.00
N 1.22970 -1.99270 -1.78672  0.03
N -0.63312 -1.36961 4.22295  0.00
N 3.45945 2.14015 -2.59037  0.00
C 1.35674 -3.84454 0.00664  0.00
C -0.43766 -0.48812 5.42078  0.00
C -1.00651 -0.95163 -2.22968  0.00
C -4.39823 3.72015 -1.80979  0.00
C 4.09249 3.63774 -4.29734  0.00
C -0.04219 0.95503 4.96963  0.00
C 5.46625 3.69897 -3.69912  0.00
C 2.64468 -3.95243 -2.25568  0.00
C -2.06017 -2.98057 2.89853  0.00
C -0.73866 -3.20750 -0.95944  0.00
C 5.05306 2.41934 -0.66767  0.00
C -1.47420 -2.64465 4.28931  0.00
C -0.14516 -2.30344 -2.07156  0.00
C 3.00162 3.34218 -3.29237  0.00
C 5.00476 0.39609 -2.10658  0.00
C 0.04057 -4.41423 -0.36070  0.00
C -1.83783 -0.33733 6.03708  0.00
C -5.73211 0.74606 -1.22678  0.00
C -4.83453 1.30411 -2.36209  0.00
C 1.72753 3.12593 -4.18579  0.00
C -3.77890 2.32638 -1.90809  0.00
C -0.65418 -3.90378 4.78648  0.00
C -3.87452 1.15108 0.43725  0.00
C 2.08197 -3.02858 -1.16104  0.00
C -2.73956 -2.41991 5.14644  0.00
C -0.40353 -3.12200 -3.35402  0.00
C -4.85504 0.13619 -0.15663  0.00
C -2.49735 -1.64128 6.40362  0.00
C 0.68348 0.89678 1.17047  0.01
C 3.18684 -2.36203 -0.44183  0.01
C 4.83065 1.87281 -2.10085  0.00
C -2.64913 2.36354 -2.98096  0.00
C -4.75283 2.12717 1.29451  0.00
C 2.73597 4.53071 -2.35522  0.00
C 0.65342 -0.90787 6.40721  0.00
C 5.80686 2.30750 -3.12566  0.00
C -2.98854 0.31809 1.36193  0.00
H -0.14652 -2.53506 -4.23580  0.00
H -3.48439 -1.91101 4.53460  0.00
H 0.78362 -0.15362 7.18326  0.00
H 3.50590 4.76527 -1.62018  0.00
H 3.79591 -3.13988 0.01870  0.00
H 2.59947 2.04317 -1.03196  0.00
H -1.96448 3.11685 -2.59124  0.00
H -5.46613 3.77230 -1.59773  0.00
H 3.71384 4.47594 -4.88227  0.00
H -5.53009 2.64388 0.73151  0.00
H 2.38564 -5.00774 -2.17005  0.00
H -4.28894 0.45148 -2.76639  0.00
H -2.46724 -0.44172 0.77966  0.00
H -3.08362 2.69293 -3.92479  0.00
H 6.04959 0.09378 -2.03552  0.00
H 6.83342 2.40987 -2.77383  0.00
H -2.88953 -3.68125 2.99499  0.00
H 5.50135 4.56972 -3.04440  0.00
H 0.12645 -5.16933 -1.14208  0.00
H 1.25404 -3.26341 0.92307  0.00
H -0.63106 -0.29677 -3.01600  0.00
H -4.17174 2.95754 1.69565  0.00
H -1.08953 -2.61402 -0.11518  0.00
H -4.34246 -0.70435 -0.62446  0.00
H -3.45746 -1.57378 6.91522  0.00
H -1.43980 -3.45405 -3.41722  0.00
H 4.18739 2.92283 -5.11464  0.00
H -3.51514 -0.18363 2.17376  0.00
H -1.30084 -3.44929 2.27258  0.00
H -6.37736 1.55619 -0.88699  0.00
H -2.62399 0.08229 5.40941  0.00
H -5.44426 -0.30022 0.64988  0.00
H 2.93157 -1.73739 0.41418  0.00
H -1.32128 2.03378 -0.01667  0.00
H 6.02607 2.08423 -0.30842  0.00
H -1.68425 -3.61175 -1.32075  0.00
H 0.41328 -1.17331 2.73184  0.00
H 0.51766 -1.90076 6.83597  0.00
H 6.12214 3.96582 -4.52779  0.00
H 4.63554 -0.12835 -2.98791  0.00
H 1.02345 2.41606 -3.75168  0.00
H -2.43958 -2.03749 2.50515  0.00
H 1.98615 -1.78297 -3.48778  0.00
H 1.65874 -0.97232 5.99094  0.00
H 2.56038 -3.56691 -3.27174  0.00
H -1.85944 -2.34513 6.93819  0.00
H -6.32534 -0.01866 -1.72817  0.00
H 0.22043 -4.01391 -3.41127  0.00
H -0.28827 -3.77508 5.80513  0.00
H -0.53544 -4.88498 0.43599  0.00
H 2.57292 5.43213 -2.94594  0.00
H 3.81452 -1.73309 -1.07314  0.00
H 0.95603 0.99519 4.53371  0.00
H -2.01776 -1.18096 -2.56566  0.00
H 4.58292 0.14257 -1.13402  0.00
H 1.21851 4.06036 -4.42210  0.00
H -4.36699 4.19444 -2.79069  0.00
H -0.04853 1.61974 5.83347  0.00
H -2.24619 0.88139 1.92736  0.00
H 4.27286 2.14677 0.04302  0.00
H 1.85597 4.38296 -1.72922  0.00
H -1.25574 -4.77412 4.52430  0.00
H -3.90425 4.32435 -1.04885  0.00
H -1.72425 0.36866 6.85975  0.00
H 1.97808 2.71288 -5.16289  0.00
H -2.07458 1.45216 -3.14639  0.00
H 5.13995 3.50346 -0.59524  0.00
H -0.73585 1.31509 4.20984  0.00
H -1.13240 -0.33207 -1.34177  0.00
H -5.25713 1.59486 2.10100  0.00
H -5.51152 1.74829 -3.09180  0.00
H 0.35198 -4.04527 4.39187  0.00
H 5.95261 1.60303 -3.94455  0.00
H 1.99964 -4.71018 0.16616  0.00
H -3.01082 -3.45686 5.34460  0.00
H 3.69499 -4.16373 -2.05491  0.00

***

This record from OMol25 describes C8H14NO2S as an isolated structure at a distorted geometry. The level of theory is ωB97M-V/def2-TZVPD.

Output
ΔE to the lowest compared entry with this formula, charge and spin ... 60.0 kcal/mol
Gap between HOMO and LUMO ... 9.584 eV
Charge ... +1

Each line ends with the natural charge from an NBO analysis.
Atoms and positions in Å:
S 1.71355 0.13535 -0.29588  2.05
O 1.34879 -0.97603 0.80435  -0.67
O 2.74275 1.01413 0.12706  -0.82
N -0.63388 -0.24818 1.86974  -0.42
C -0.02534 0.53763 -0.53010  -0.27
C -0.54793 1.62381 0.33516  -0.47
C -0.07934 -0.93656 0.84583  0.33
C -1.92955 -0.62524 2.39885  -0.40
C -0.30076 1.15631 1.80516  -0.22
C 0.59122 -0.95201 -2.36728  -0.41
C 2.01014 -0.72817 -1.86441  -0.62
C -0.30095 0.23772 -1.96381  -0.45
H 0.58614 -1.07521 -3.45050  0.26
H 2.58420 -0.04128 -2.48311  0.27
H -2.28391 -1.53336 1.91974  0.21
H 0.18684 -1.86554 -1.92708  0.22
H -1.61245 1.77247 0.14236  0.25
H -0.03192 2.57220 0.19030  0.26
H -0.51476 -1.89008 0.57064  0.22
H -2.66382 0.16668 2.23906  0.21
H 2.57362 -1.63987 -1.69726  0.28
H -0.08283 1.11061 -2.58815  0.23
H 0.75774 1.29108 2.04197  0.22
H -1.35031 -0.01760 -2.11752  0.26
H -0.89582 1.71755 2.52176  0.24
H -1.84143 -0.80640 3.47311  0.23

***

This record from OMol25 describes an isolated ion of composition C2H5BrNO2S and charge -1 at a distorted geometry. The level of theory is ωB97M-V/def2-TZVPD.

Output
ΔE to the lowest compared entry with this formula, charge and spin ... 33.3 kcal/mol
Gap between HOMO and LUMO (alpha / beta) ... 6.149 / 6.148 eV
Charge ... -1

Each line ends with the natural charge from an NBO analysis.
Atoms and positions in Å:
Br -2.14970 1.07782 0.03804  0.08
S -1.97411 -1.61997 -0.11861  1.61
O -1.78150 -1.78917 1.31039  -0.93
O -3.22038 -2.05280 -0.68858  -0.93
N -0.45264 1.20146 -0.76035  -0.83
C 0.65396 1.08135 0.16000  -0.25
C 1.67015 -0.05769 -0.25618  -0.63
H 0.37514 0.87194 1.10004  0.17
H 2.15094 0.20751 -1.26193  0.20
H 1.11745 -0.99743 -0.04570  0.21
H 2.47026 0.02416 0.49296  0.17
H 1.14044 2.05282 0.02991  0.14

***

This record from OMol25 describes a 4-piece molecular cluster, C3H12BrN6O3 overall at a distorted geometry. The level of theory is ωB97M-V/def2-TZVPD.

Output
ΔE to the lowest compared entry with this formula, charge and spin ... 4.5 kcal/mol
Gap between HOMO and LUMO ... 9.207 eV
Charge ... -1

Each line ends with the natural charge from an NBO analysis.
Atoms and positions in Å:
Br 0.99818 0.62741 -0.42970  -0.92
O -3.03649 -1.61424 -3.15366  -0.72
O -0.16132 -4.01466 2.12315  -0.69
O 1.13668 5.37442 1.92616  -0.71
N -0.09876 3.42570 1.72116  -0.85
N 1.77661 3.76001 0.48953  -0.86
N -2.16735 -0.50160 -1.36274  -0.85
N -0.78747 -1.43086 -2.91440  -0.85
N 0.68552 -3.38561 0.07319  -0.86
N 0.77137 -1.94780 1.83477  -0.86
C -2.05488 -1.19285 -2.51304  0.77
C 0.94214 4.24556 1.44304  0.77
C 0.36051 -3.17528 1.39501  0.78
H 0.39645 -1.72648 2.74312  0.39
H 1.17779 -2.66692 -0.42216  0.40
H -1.36512 -0.18812 -0.83058  0.42
H 2.61707 4.22772 0.22073  0.39
H 1.32189 -1.26332 1.34549  0.43
H -0.77026 3.67432 2.41940  0.39
H 1.57120 2.88730 0.00724  0.42
H -0.66739 -2.06138 -3.68300  0.39
H 0.00004 -1.11854 -2.36530  0.41
H -0.09961 2.50206 1.30938  0.42
H -3.05184 -0.14953 -1.05217  0.39
H 0.50503 -4.28734 -0.32464  0.40